1.
The following is a DFT calculation (the ωB97M-V functional and the def2-TZVPD basis) of a structure of composition C12H10ClEuF5.

Each line ends with the natural charge from an NBO analysis.
Cartesian coordinates (Å):
C 1.6134 -2.0459 2.3114  -0.3342
C 1.6448 -2.4991 0.9531  -0.3789
C 0.3026 -2.4960 0.4563  -0.4185
H 2.5377 -2.8060 0.4041  0.1927
C -0.5478 -2.0365 1.5137  -0.3596
C 0.2704 -1.7461 2.6459  -0.3389
H -0.0852 -1.4375 3.6316  0.1907
H 2.4550 -2.0049 2.9980  0.1881
H -0.0236 -2.7936 -0.5433  0.1988
H -1.6366 -1.9649 1.5162  0.2041
Eu 0.7907 0.3526 0.0265  1.1322
Cl 3.0538 0.9763 0.8642  -0.7157
C 0.7847 2.3539 -1.8356  -0.3822
C -0.4454 1.6889 -2.1359  -0.3532
C -0.1373 0.4277 -2.7208  -0.3616
H -1.4380 2.1208 -2.0092  0.2169
C 1.2866 0.3072 -2.8064  -0.3780
C 1.8527 1.5015 -2.2528  -0.3536
H 2.9137 1.7144 -2.1251  0.2208
H 0.8759 3.3383 -1.3759  0.2143
H -0.8684 -0.2916 -3.1004  0.2016
H 1.8404 -0.5134 -3.2548  0.2006
F -1.2132 2.5453 0.8550  -0.3960
C -1.7519 1.4647 1.5392  0.1618
F -2.3748 1.9472 2.6247  -0.3885
C -2.6876 0.6691 0.6781  0.8789
F -3.4747 1.4973 -0.0492  -0.3702
F -2.0433 -0.1608 -0.2393  -0.3332
F -3.4946 -0.1088 1.4306  -0.3396

As for the spin multiplicity: 8. The calculation puts the energy relative to the best compared isomer or geometry (same formula, charge and spin) at 0.000 eV. For the max |F|, the calculation gives 4.80 eV Å⁻¹. As for the total energy: -2133.1375 Eh. The orbital gap (spin up / spin down) is 5.51 / 5.71 eV. Its charge is -2.



2.
The following is a DFT calculation (the ωB97M-V functional and the def2-TZVPD basis) of the molecule C12H10ClN5O.

Each line ends with the natural charge from an NBO analysis.
Cartesian coordinates (Å):
C -0.4382 -3.6886 3.2277  -0.6518
C 0.6020 -3.0936 2.2797  0.1371
N 1.6163 -3.7139 1.7281  -0.2033
N 2.1752 -2.7662 0.9582  -0.3394
C 1.4820 -1.5397 1.0042  -0.0048
C 1.6714 -0.1956 0.4227  0.6320
O 2.5097 0.0067 -0.4267  -0.5821
N 0.6654 0.7735 0.6440  -0.2768
N 0.6505 2.0543 -0.0721  -0.4568
C -0.0833 2.0964 -1.2841  0.1358
C -0.1634 0.9793 -2.1626  -0.2488
C -1.0187 1.0339 -3.2590  -0.1769
C -1.7915 2.2657 -3.5736  -0.2266
C -1.6960 3.3414 -2.6313  -0.2179
C -0.7822 3.3014 -1.5617  -0.0554
Cl -0.6274 4.7034 -0.4587  -0.0208
C -0.3527 0.4815 1.4854  0.2826
N -0.5291 -0.7066 2.0327  -0.4578
C 0.4586 -1.7306 1.7939  0.0686
H -1.3082 -4.0598 2.6911  0.2273
H 0.0206 -4.5506 3.7807  0.2287
H -0.8926 -2.9401 3.9926  0.2374
H 3.0843 -2.9655 0.5437  0.4190
H 1.1536 2.8662 0.2997  0.4259
H 0.3883 0.0489 -1.9114  0.2409
H -1.0256 0.2266 -3.9312  0.2140
H -2.4551 2.1990 -4.4343  0.2280
H -2.2840 4.2804 -2.8341  0.2360
H -1.0298 1.2923 1.6562  0.2060

For the max |F|, the calculation gives 3.72 eV Å⁻¹. As for the total energy: -1272.4262 Eh. The orbital gap is 9.33 eV. As for the SMILES: Cc1n[nH]c2c(=O)n(Nc3ccccc3Cl)cnc12.



3.
The following is a DFT calculation (the ωB97M-V functional and the def2-TZVPD basis) of a structure of composition C12H10CsI2N3O.

Each line ends with the Löwdin charge.
Cartesian coordinates (Å):
Cs -1.2538 -1.2210 -1.5512  0.9184
O 2.1453 0.8060 1.4716  -0.0350
C 1.4870 0.2817 0.5519  -0.5619
N 0.2107 -0.0734 0.5858  -0.1330
C -0.3485 0.2640 1.8735  -0.2315
C -1.8184 -0.0028 2.0773  -0.2621
C -2.3575 0.3266 3.3292  -0.0276
C -3.6941 0.1216 3.5819  -0.0692
C -4.4894 -0.4190 2.5753  -0.0794
C -3.8833 -0.7216 1.3764  -0.1653
N -2.5844 -0.5207 1.1177  0.0001
C 2.2501 0.0478 -0.7526  -0.1942
C 3.5693 0.4972 -0.7964  -0.0055
C 4.3084 0.3333 -1.9513  -0.0608
C 3.7152 -0.2872 -3.0413  -0.0745
C 2.4057 -0.7104 -2.9095  -0.1783
N 1.6779 -0.5494 -1.8034  -0.0073
H -0.1885 1.3288 2.1013  0.1276
H 0.1852 -0.2481 2.6881  0.1281
H -1.7037 0.7445 4.0842  0.1188
H -4.1175 0.3762 4.5451  0.1065
H -5.5451 -0.6018 2.7193  0.0991
H -4.4685 -1.1489 0.5670  0.0985
H 3.9608 0.9671 0.0936  0.1121
H 5.3319 0.6829 -2.0041  0.1058
H 4.2449 -0.4432 -3.9712  0.0994
H 1.9116 -1.2018 -3.7433  0.0845
I -1.0167 0.3115 -5.2562  0.0197
I 0.0653 1.0600 -7.5587  0.0667

The calculation puts the energy relative to the best compared isomer or geometry (same formula, charge and spin) at 0.000 eV. For the max |F|, the calculation gives 0.14 eV Å⁻¹. As for the total energy: -1318.3504 Eh. The orbital gap is 5.17 eV.